Entry 1:
Entry from OMol25: 5 unconnected molecules or ions with the total composition C36H54N3O4S2 (ωB97M-V with the def2-TZVPD basis set).

Positions of all 99 atoms, in Å:
C: 1.77 -2.69 4.92
N: 1.53 -1.91 3.71
C: 0.33 -1.42 3.29
C: 0.52 -0.77 2.11
N: 1.86 -0.87 1.83
C: 2.60 -0.36 0.66
C: 2.13 0.99 0.13
C: 0.93 0.88 -0.81
S: 0.13 2.49 -1.04
C: -1.60 2.02 -0.90
S: -2.47 1.72 -2.21
N: -2.16 1.96 0.40
C: -2.23 0.68 1.02
C: -2.77 0.59 2.31
C: -2.86 -0.65 2.95
C: -2.42 -1.81 2.32
C: -1.91 -1.73 1.02
C: -1.80 -0.50 0.38
C: -1.84 3.06 1.29
C: -2.82 4.04 1.44
C: -2.61 5.12 2.30
C: -1.41 5.23 3.00
C: -0.43 4.25 2.85
C: -0.64 3.17 2.00
C: 2.45 -1.56 2.80
H: 1.69 -2.04 5.79
H: 1.04 -3.48 4.98
H: 2.76 -3.13 4.88
H: -0.58 -1.56 3.84
H: -0.22 -0.30 1.50
H: 3.64 -0.32 0.94
H: 2.52 -1.12 -0.12
H: 1.90 1.66 0.95
H: 2.98 1.39 -0.43
H: 1.26 0.54 -1.79
H: 0.24 0.13 -0.44
H: -3.13 1.48 2.80
H: -3.28 -0.69 3.94
H: -2.50 -2.77 2.82
H: -1.60 -2.62 0.51
H: -1.41 -0.46 -0.63
H: -3.74 3.94 0.90
H: -3.38 5.86 2.40
H: -1.26 6.07 3.66
H: 0.50 4.33 3.38
H: 0.12 2.42 1.89
H: 3.49 -1.81 2.85
C: 5.38 -3.68 -2.30
C: 4.47 -4.30 -1.23
C: 4.73 -3.37 -0.05
O: 5.01 -2.08 -0.59
C: 5.23 -2.19 -2.01
H: 5.10 -3.93 -3.32
H: 6.41 -3.99 -2.15
H: 3.43 -4.24 -1.54
H: 4.71 -5.34 -1.01
H: 5.60 -3.71 0.54
H: 3.87 -3.30 0.63
H: 4.36 -1.77 -2.53
H: 6.11 -1.62 -2.28
C: -5.59 -1.23 0.34
C: -5.41 -2.74 0.21
C: -6.67 -3.26 0.88
O: -7.68 -2.28 0.64
C: -7.09 -1.08 0.13
H: -5.01 -0.65 -0.38
H: -5.31 -0.90 1.34
H: -5.39 -3.02 -0.85
H: -4.50 -3.12 0.67
H: -6.53 -3.37 1.96
H: -7.01 -4.22 0.48
H: -7.34 -0.99 -0.93
H: -7.52 -0.23 0.66
C: 9.45 -2.42 -5.75
C: 10.16 -3.06 -4.55
C: 9.01 -3.24 -3.58
O: 7.84 -3.46 -4.37
C: 8.12 -3.15 -5.74
H: 9.98 -2.53 -6.69
H: 9.30 -1.35 -5.57
H: 10.57 -4.03 -4.84
H: 10.97 -2.45 -4.14
H: 8.86 -2.34 -2.96
H: 9.14 -4.10 -2.91
H: 8.17 -4.08 -6.31
H: 7.29 -2.55 -6.14
C: -7.59 5.58 -0.79
C: -6.75 6.70 -1.39
C: -6.06 7.26 -0.15
O: -5.89 6.16 0.74
C: -6.65 5.04 0.29
H: -7.87 4.81 -1.51
H: -8.49 5.98 -0.34
H: -6.01 6.30 -2.09
H: -7.33 7.45 -1.92
H: -6.68 8.02 0.34
H: -5.08 7.70 -0.36
H: -5.97 4.28 -0.12
H: -7.18 4.61 1.14

Its total charge is +1.


Entry 2:
Entry from OMol25: a single C7H6N4 molecule (ωB97M-V with the def2-TZVPD basis set).

Positions of all 17 atoms, in Å:
C: -3.41 0.64 -0.01
C: -1.95 0.14 0.00
N: -1.74 -1.20 -0.08
N: -0.56 -1.71 -0.05
C: 0.54 -0.77 0.09
N: 1.77 -1.27 0.04
C: 2.80 -0.45 0.03
C: 2.63 1.00 -0.03
C: 1.38 1.56 -0.01
C: 0.28 0.62 0.08
N: -1.00 1.05 0.00
H: -3.37 1.76 0.03
H: -3.86 0.30 0.91
H: -4.01 0.24 -0.78
H: 3.75 -0.95 -0.13
H: 3.48 1.61 -0.29
H: 1.09 2.60 -0.06

As for the SMILES: Cc1nnc2ncccc2n1. The value obtained for the energy above the lowest of the compared OMol25 structures with the same formula, charge and spin is 21.0 kcal per mole.


Entry 3:
Entry from OMol25: 2 unconnected molecules or ions with the total composition C6H13N4 (ωB97M-V with the def2-TZVPD basis set).

Positions of all 23 atoms, in Å:
C: 2.65 0.76 0.44
C: 2.53 -0.99 -1.12
C: 1.30 0.38 0.88
C: 0.75 -0.90 0.36
C: -3.16 0.54 0.16
C: -2.09 0.60 -0.97
N: 3.21 -0.07 -0.63
N: 1.25 -1.35 -0.73
N: 1.49 1.51 0.08
N: -0.29 -1.48 0.97
H: 3.45 1.22 1.05
H: 2.94 -1.55 -1.90
H: 1.11 0.52 2.00
H: -2.75 0.31 1.16
H: -4.04 -0.15 -0.06
H: -3.55 1.56 0.31
H: -2.32 0.12 -1.91
H: -1.08 0.37 -0.62
H: 0.82 -2.04 -1.32
H: 1.42 2.38 0.64
H: -2.09 1.70 -1.15
H: -0.87 -1.05 1.66
H: -0.69 -2.37 0.69

Its total charge is +1. The value obtained for the energy above the lowest of the compared OMol25 structures with the same formula, charge and spin is 44.1 kcal per mole.


Entry 4:
Entry from OMol25: 2 unconnected molecules or ions with the total composition C9H14O (ωB97M-V with the def2-TZVPD basis set).

Positions of all 24 atoms, in Å:
C: 3.29 -0.08 -0.32
C: 2.08 0.62 0.20
C: 0.81 0.10 0.12
C: -0.22 0.63 0.91
C: 0.04 1.79 1.61
O: -0.97 2.22 2.44
C: 1.24 2.52 1.48
C: 2.22 1.94 0.70
H: 3.58 0.24 -1.32
H: 3.19 -1.17 -0.30
H: 4.15 0.08 0.34
H: 0.61 -0.67 -0.61
H: -1.15 0.08 1.01
H: -0.72 3.03 2.85
H: 1.41 3.44 2.03
H: 3.17 2.41 0.47
C: -2.20 -2.55 -1.29
C: -3.53 -1.83 -1.65
H: -1.91 -3.30 -2.03
H: -1.37 -1.85 -1.31
H: -2.29 -2.93 -0.28
H: -3.40 -0.78 -1.36
H: -4.33 -2.15 -0.98
H: -3.71 -1.82 -2.72

As for the SMILES: Cc1ccc(O)cc1.CC. The value obtained for the energy above the lowest of the compared OMol25 structures with the same formula, charge and spin is 18.8 kcal per mole.


Entry 5:
Entry from OMol25: a single C7H11NO3 molecule (ωB97M-V with the def2-TZVPD basis set).

Positions of all 22 atoms, in Å:
C: -2.57 -0.52 0.59
C: -1.37 -0.90 -0.27
O: -1.12 -1.83 -0.98
N: -0.31 -0.10 0.13
C: -0.16 1.21 0.72
C: 0.72 1.95 -0.19
C: 1.73 0.87 -0.76
C: 0.89 -0.41 -0.57
C: 1.62 -1.57 0.26
O: 2.51 -1.55 0.98
O: 0.89 -2.65 0.01
H: -3.35 -1.16 0.22
H: -2.48 -0.74 1.64
H: -2.74 0.57 0.40
H: 0.29 1.12 1.74
H: -1.16 1.64 0.91
H: 1.16 2.91 0.17
H: 0.02 2.39 -0.97
H: 1.99 1.13 -1.78
H: 2.73 0.93 -0.24
H: 0.65 -0.87 -1.53
H: 0.06 -2.42 -0.46

As for the SMILES: CC(=O)N1CCC[C@H]1C(=O)O. The value obtained for the energy above the lowest of the compared OMol25 structures with the same formula, charge and spin is 25.7 kcal per mole.


Entry 6:
Entry from OMol25: a molecular structure, C19H35AuCl3N2O6SSi (ωB97M-V with the def2-TZVPD basis set).

Positions of all 68 atoms, in Å:
Au: -0.21 2.30 0.65
Cl: 3.82 2.22 3.61
C: 2.61 3.47 3.35
Cl: 1.57 3.64 4.79
Cl: 3.38 5.00 2.98
C: 1.65 3.05 2.21
O: 1.09 1.90 2.28
O: 1.37 3.83 1.27
C: 2.40 -1.32 2.28
C: 2.75 -1.23 0.80
C: 3.30 -2.55 0.28
C: 3.72 -0.10 0.53
O: 1.55 -0.92 0.02
Si: 0.03 -1.40 -0.07
S: -1.33 0.29 0.51
O: -0.45 -1.82 -1.55
C: -0.13 -1.58 -2.95
C: 1.33 -1.17 -3.11
C: -1.05 -0.49 -3.46
C: -0.40 -2.89 -3.66
O: -0.35 -2.54 0.98
C: -1.54 -3.23 1.46
C: -2.71 -2.95 0.53
C: -1.20 -4.70 1.48
C: -1.82 -2.71 2.86
H: 3.32 -1.44 2.86
H: 1.75 -2.17 2.47
H: 1.89 -0.41 2.61
H: 4.20 -2.83 0.84
H: 3.57 -2.46 -0.78
H: 2.56 -3.34 0.39
H: 4.66 -0.28 1.06
H: 3.29 0.84 0.89
H: 3.92 -0.02 -0.54
H: 1.53 -0.23 -2.58
H: 1.56 -1.03 -4.17
H: 1.99 -1.94 -2.70
H: -0.77 0.47 -3.02
H: -2.09 -0.72 -3.20
H: -0.97 -0.40 -4.55
H: 0.22 -3.68 -3.24
H: -0.18 -2.79 -4.73
H: -1.46 -3.17 -3.55
H: -2.45 -3.22 -0.50
H: -2.98 -1.88 0.55
H: -3.59 -3.53 0.84
H: -0.96 -5.05 0.48
H: -2.05 -5.28 1.86
H: -0.34 -4.89 2.13
H: -2.02 -1.63 2.84
H: -0.96 -2.88 3.51
H: -2.69 -3.22 3.29
N: -0.55 5.35 -0.11
C: -1.31 4.57 -0.91
C: -2.13 5.16 -1.89
C: -2.91 4.39 -2.70
C: -2.92 2.99 -2.55
C: -2.14 2.46 -1.58
N: -1.33 3.22 -0.78
H: -0.53 6.34 -0.30
H: 0.11 4.99 0.55
H: -2.13 6.24 -1.97
H: -3.53 4.86 -3.46
H: -3.55 2.35 -3.15
H: -2.14 1.39 -1.39
O: -1.66 3.14 2.70
H: -2.46 2.62 2.85
H: -1.12 3.02 3.50

Its total charge is +1. The value obtained for the energy above the lowest of the compared OMol25 structures with the same formula, charge and spin is 22.8 kcal per mole.


Strongest force on any atom
In order: 1.43; 2.93; 5.08; 1.88; 6.13; 1.03
Unit: eV/Å
HOMO-LUMO gap
In order: 7.682; 8.259; 9.724; 9.124; 9.974; 6.553
Unit: eV
LUMO energy
In order: -0.1074; -0.0319; -0.1545; 0.0335; 0.0214; -0.2020
Unit: hartree